Here is a cluster of 7 separate species, C3H20N6O7 in total at a distorted geometry from the Open Molecules 2025 dataset. Energies are from ωB97M-V/def2-TZVPD.

Last columns: bonded neighbours and bond lengths (Å).
Atoms and positions in Å:
1 N 15.93695 11.52187 -24.21478  C2 1.354, H5 1.010, H6 1.010
2 C 15.77355 11.88446 -22.92041  N1 1.354, N3 1.326, O4 1.238
3 N 16.99387 12.00152 -22.41553  C2 1.326, H7 1.010, H8 1.010
4 O 14.76997 11.97090 -22.20101  C2 1.238
5 H 15.16628 11.18389 -24.77328  N1 1.010
6 H 16.83760 11.25733 -24.58755  N1 1.010
7 H 17.18980 12.14225 -21.43476  N3 1.010
8 H 17.76711 11.63774 -22.95391  N3 1.010
9 N 4.95023 15.08299 -20.70373  C10 1.317, H13 1.010, H14 1.010
10 C 4.46495 14.79732 -21.89478  N9 1.317, N11 1.293, O12 1.221
11 N 4.79585 13.60227 -22.26262  C10 1.293, H15 1.010, H16 1.010
12 O 3.83069 15.54912 -22.61866  C10 1.221
13 H 5.21546 14.34438 -20.06796  N9 1.010
14 H 4.43211 15.85176 -20.30291  N9 1.010
15 H 4.64088 13.09227 -23.12052  N11 1.010
16 H 5.48813 13.10697 -21.71901  N11 1.010
17 N 5.11642 10.44596 -15.44431  C18 1.300, H21 1.010, H22 1.010
18 C 5.98938 10.44176 -16.40711  N17 1.300, N19 1.326, O20 1.198
19 N 6.51952 9.28175 -16.77087  C18 1.326, H23 1.010, H24 1.010
20 O 6.33630 11.49599 -16.85719  C18 1.198
21 H 4.80823 9.61881 -14.95345  N17 1.010
22 H 4.61911 11.29715 -15.22464  N17 1.010
23 H 6.26702 8.35237 -16.46658  N19 1.010
24 H 7.25870 9.46143 -17.43528  N19 1.010
25 O 10.03866 10.69661 -22.26960  H26 0.957, H27 0.957
26 H 10.23625 9.81251 -21.96047  O25 0.957
27 H 10.84629 11.18864 -22.12174  O25 0.957
28 O 10.36250 5.17822 -22.23439  H29 0.957, H30 0.957
29 H 9.64479 4.55032 -22.31720  O28 0.957
30 H 10.59840 5.15214 -21.30708  O28 0.957
31 O 12.23991 6.74297 -25.98337  H32 0.957, H33 0.957
32 H 11.85754 6.76721 -25.10619  O31 0.957
33 H 11.82149 7.46794 -26.44767  O31 0.957
34 O 9.51747 12.93320 -26.75702  H35 0.957, H36 0.957
35 H 9.19604 12.79056 -25.86676  O34 0.957
36 H 9.05377 12.28440 -27.28643  O34 0.957

- 2S+1: 1
- Molar mass: 252.2 g/mol
- HOMO energy: -9.487 eV
- DFT total energy: -981.5718 a.u.
- Energy above the lowest of the compared OMol25 structures with the same formula, charge and spin: 2.5897 eV
- SMILES string: NC(N)=O.NC(N)=O.NC(N)=O.O.O.O.O